C34H54N3O2P2Pt as an isolated structure at a distorted geometry. Source: OMol25; level of theory: ωB97M-V with the def2-TZVPD basis set.

Last column: Löwdin charge in e.
Atoms and positions in Å:
C: -1.52469 -1.39154 -2.07060  -0.311
C: 0.69594 -2.16138 -1.73242  -0.296
C: -1.75999 -2.36351 -3.04558  0.044
C: 0.43487 -3.26161 -2.60324  0.050
C: -0.78114 -3.34407 -3.24901  0.013
H: -2.70140 -2.34272 -3.58227  0.140
H: 1.24830 -3.96741 -2.76725  0.141
H: -0.98369 -4.16904 -3.92983  0.141
N: -0.38415 -1.38880 -1.36646  -0.088
P: -2.31909 0.09994 0.04598  1.042
P: 2.35622 -0.47028 -0.19019  1.074
C: -2.47304 -0.24753 -1.76119  -0.226
H: -2.15341 0.64581 -2.31712  0.088
H: -3.49503 -0.46715 -2.08011  0.097
C: 0.34473 1.20525 1.52951  -0.331
O: 0.55404 1.90541 2.43643  0.170
C: 1.97967 -1.73763 -1.36541  -0.161
H: 2.79932 -2.34061 -1.75921  0.109
C: 3.76742 0.32488 -1.28379  -0.599
C: 3.16312 -1.09365 1.44841  -0.649
C: -3.06513 1.80299 0.22496  -0.675
C: -3.38466 -1.28475 0.77894  -0.634
C: 3.66281 1.83605 -1.05335  -0.076
H: 3.79792 2.09243 0.00473  0.083
H: 4.45545 2.33569 -1.62920  0.109
H: 2.69656 2.23296 -1.37623  0.055
C: 5.18019 -0.17926 -0.94861  -0.072
H: 5.51126 0.00325 0.07732  0.072
H: 5.28721 -1.24842 -1.17232  0.090
H: 5.88301 0.34725 -1.61563  0.119
C: 3.62739 -0.04736 -2.77326  -0.092
H: 4.28676 0.60583 -3.35920  0.117
H: 3.93945 -1.08201 -2.95206  0.088
H: 2.61058 0.04071 -3.16094  0.033
C: 3.85751 0.10592 2.12365  -0.063
H: 3.14200 0.90686 2.35254  0.076
H: 4.30232 -0.23346 3.07224  0.118
H: 4.66267 0.54201 1.52303  0.062
C: 2.09454 -1.61754 2.41428  -0.109
H: 1.35541 -0.85747 2.67751  0.024
H: 1.56069 -2.48412 2.00499  0.095
H: 2.58658 -1.93668 3.34773  0.116
C: 4.12651 -2.26076 1.22509  -0.067
H: 4.99663 -2.01680 0.61563  0.062
H: 4.51111 -2.57315 2.20818  0.114
H: 3.61061 -3.11859 0.77677  0.094
C: -3.90127 -0.87509 2.16696  -0.072
H: -4.42678 -1.74015 2.60276  0.114
H: -3.06265 -0.63212 2.83250  0.067
H: -4.61894 -0.04442 2.12843  0.078
C: -2.52647 -2.55027 0.94422  -0.080
H: -2.10061 -2.88623 -0.00895  0.069
H: -1.72339 -2.38596 1.67621  0.055
H: -3.17507 -3.35471 1.32469  0.114
C: -4.57416 -1.63776 -0.13089  -0.063
H: -5.22339 -2.33406 0.42086  0.116
H: -5.18431 -0.76826 -0.40354  0.077
H: -4.25475 -2.15451 -1.04489  0.083
C: -2.27340 2.80191 -0.64198  -0.091
H: -2.32615 2.56182 -1.70944  0.074
H: -2.70499 3.80228 -0.49540  0.112
H: -1.21697 2.83618 -0.35170  0.055
C: -2.97291 2.26698 1.68958  -0.064
H: -1.93332 2.32865 2.02849  0.056
H: -3.41967 3.26982 1.75105  0.114
H: -3.52223 1.61265 2.37378  0.070
C: -4.52900 1.77151 -0.23372  -0.060
H: -4.63501 1.43070 -1.27373  0.092
H: -5.16628 1.15843 0.41685  0.081
H: -4.91607 2.79979 -0.18570  0.113
Pt: 0.01091 0.06902 0.11803  1.180
N: 0.38659 0.95300 -1.70751  -0.016
C: 0.84980 1.14435 -2.78181  -0.135
C: 0.96726 2.09742 -3.86540  -0.181
C: 0.73747 3.46424 -3.60328  0.023
C: 1.26771 1.67917 -5.17035  -0.001
C: 0.83312 4.40158 -4.63811  -0.010
H: 0.47726 3.77748 -2.58692  0.130
C: 1.36525 2.61738 -6.20252  0.048
H: 1.40421 0.61206 -5.35106  0.129
C: 1.17164 3.98025 -5.93005  0.005
H: 0.63650 5.45733 -4.43068  0.135
H: 1.58254 2.28112 -7.21902  0.148
H: 1.27658 4.71112 -6.73626  0.141
C: -0.82417 0.50045 5.39515  -0.026
N: -1.12549 -0.90986 5.58107  -0.180
C: -1.31688 -1.42539 6.92571  -0.028
C: -1.02920 -1.75164 4.53622  -0.284
O: -0.83151 -1.37731 3.36464  -0.101
H: -1.15416 1.02752 6.29176  0.098
H: -1.34701 0.89416 4.51784  0.072
H: 0.25229 0.66837 5.25510  0.099
H: -2.01206 -2.27020 6.88738  0.099
H: -0.37385 -1.77764 7.36338  0.104
H: -1.72189 -0.63041 7.55401  0.097
H: -1.15848 -2.81663 4.81282  0.159

Summary:
- Relative energy (zero: lowest compared OMol25 entry of this formula, charge and spin): 0.0 kcal/mol
- LUMO energy (spin up / spin down): -8.75 / -11.68 eV
- Frontier orbital gap (spin up / spin down): 5.0 / 4.2 eV
- E_HOMO (spin up / spin down): -0.5046 / -0.5836 Ha
- Charge: +3
- Multiplicity: 5

***

A 2-piece molecular cluster, C7H18N overall. Source: OMol25; level of theory: ωB97M-V with the def2-TZVPD basis set.

Last column: Löwdin charge in e.
Atoms and positions in Å:
C: -0.71763 0.24671 -1.95281  -0.034
C: -0.01591 -0.91844 -1.29171  -0.392
C: 0.07031 -2.14584 -2.18399  -0.035
N: 1.39089 -0.46503 -0.94289  0.208
H: -0.69097 1.14957 -1.34204  0.076
H: -0.24996 0.47440 -2.91399  0.098
H: -1.75749 0.00431 -2.14999  0.102
H: -0.46399 -1.16261 -0.33063  0.130
H: 0.58173 -1.89990 -3.11533  0.095
H: -0.93689 -2.46868 -2.43756  0.101
H: 0.58174 -2.97124 -1.69353  0.090
H: 1.36394 0.24257 -0.18947  0.113
H: 1.94651 -1.24730 -0.59145  0.169
H: 1.86159 -0.07443 -1.76077  0.172
C: -0.38413 2.27243 1.55047  -0.058
C: -0.03863 0.85536 1.88595  -0.436
C: 1.21844 0.43880 2.01180  -0.003
C: -1.20705 -0.05081 2.13795  -0.062
H: -1.11853 2.31751 0.74510  0.074
H: 0.48837 2.86084 1.27112  0.083
H: -0.84565 2.77383 2.40283  0.097
H: 1.45667 -0.57374 2.31378  0.074
H: 2.05175 1.13210 1.94341  0.077
H: -0.90676 -1.07752 2.33793  0.082
H: -1.90826 -0.03151 1.29744  0.080
H: -1.77011 0.31863 2.99839  0.098

Summary:
- Relative energy (zero: lowest compared OMol25 entry of this formula, charge and spin): 1.6 kcal/mol
- LUMO energy: -3.13 eV
- Frontier orbital gap: 10.2 eV
- E_HOMO: -0.4899 Ha
- Charge: +1

***

C20H26CrNO6Sb2 as an isolated structure. Source: OMol25; level of theory: ωB97M-V with the def2-TZVPD basis set.

Last column: Löwdin charge in e.
Atoms and positions in Å:
Cr: -0.22805 0.25770 -0.12290  0.431
O: 2.32232 -0.79717 3.02643  0.222
C: 1.36850 -0.48811 2.19608  -0.420
O: 1.54037 0.06427 1.11345  0.018
C: -0.00832 -0.84140 2.62807  -0.136
C: -0.37503 -1.54392 3.76351  0.086
C: -1.72523 -1.82452 3.93707  0.034
C: -2.64465 -1.41299 2.98124  0.072
C: -2.18472 -0.71323 1.87552  -0.131
N: -0.89617 -0.43055 1.73357  0.067
C: -2.96082 -0.21204 0.70802  -0.400
O: -4.25892 -0.33342 0.63045  0.233
O: -2.36505 0.36823 -0.19050  -0.009
H: 3.19807 -0.57255 2.66479  0.177
H: 0.36870 -1.86675 4.47908  0.146
H: -2.05871 -2.37335 4.80735  0.139
H: -3.69154 -1.65626 3.11307  0.137
H: -4.66384 -0.79182 1.38044  0.144
C: 0.65221 2.92462 2.83369  -0.266
Sb: -0.18021 2.78490 0.88082  1.457
C: -2.00839 3.85016 1.09387  -0.244
C: 1.09111 4.07710 -0.26394  -0.296
C: 0.43798 5.17545 -1.06311  -0.278
C: 0.90759 6.47211 -0.84541  -0.036
C: 0.44824 7.54996 -1.58114  -0.052
C: -0.50217 7.34053 -2.56633  -0.051
C: -0.99029 6.06385 -2.78124  -0.035
C: -0.55176 4.96806 -2.03556  -0.263
C: -1.29265 3.67217 -2.29048  -0.286
Sb: -0.31539 1.75909 -2.35746  1.472
C: 1.49575 2.02817 -3.42293  -0.225
C: -1.54304 0.70719 -3.72530  -0.239
H: 0.64206 3.96651 3.14945  0.030
H: 1.68027 2.56667 2.82450  0.018
H: 0.06350 2.33866 3.53897  0.016
H: -1.91693 4.81194 0.58968  0.028
H: -2.19709 4.01918 2.15255  0.025
H: -2.83276 3.28730 0.66130  0.010
H: 1.67683 3.40756 -0.89358  0.035
H: 1.79118 4.51202 0.44963  0.070
H: 1.66944 6.63384 -0.09166  0.117
H: 0.83948 8.54042 -1.39349  0.117
H: -0.86997 8.16609 -3.16049  0.118
H: -1.74689 5.91152 -3.54196  0.119
H: -1.77206 3.72957 -3.26926  0.068
H: -2.10710 3.55094 -1.56974  0.052
H: 1.26725 2.51774 -4.36871  0.035
H: 1.93975 1.05337 -3.60651  0.023
H: 2.19130 2.64612 -2.86256  0.015
H: -1.64051 1.29164 -4.63861  0.030
H: -2.52362 0.55317 -3.28011  0.023
H: -1.09198 -0.25472 -3.95893  0.026
O: 1.06683 -0.56650 -1.55544  -0.159
C: 0.47543 -1.67146 -1.39543  -0.395
O: -0.48314 -1.70483 -0.57785  -0.058
H: 0.78348 -2.56476 -1.94588  0.166

Summary:
- Relative energy (zero: lowest compared OMol25 entry of this formula, charge and spin): 4.7 kcal/mol
- LUMO energy (spin up / spin down): -7.18 / -7.16 eV
- Frontier orbital gap (spin up / spin down): 6.6 / 6.6 eV
- E_HOMO (spin up / spin down): -0.5052 / -0.5047 Ha
- Charge: +2
- Multiplicity: 2

***

Number 1: electronic energy -2443.62395 hartree. Number 2: electronic energy -332.01914 hartree. Number 3: electronic energy -2808.37507 hartree.